Molecular formula: C28H81N7O9
Method: DFT, ωB97M-V/def2-TZVPD

```
125
Properties=species:S:1:pos:R:3:forces:R:3
O -1.6982 4.2019 -5.3185 -0.107 -0.014 -0.011
H -0.8248 4.3592 -5.6909 0.160 0.010 0.131
H -1.8047 4.8954 -4.6474 0.074 -0.051 -0.210
O -2.3015 6.2420 -3.4317 -0.101 0.070 0.155
H -3.2553 6.1740 -3.3191 -0.002 -0.004 0.004
H -2.1146 7.1854 -3.4401 0.047 -0.007 -0.039
C -3.6399 -2.5924 0.3020 0.377 0.276 0.038
C -2.1974 -3.0766 0.1810 -0.452 -0.067 -0.591
C -2.1570 -4.5908 0.0786 0.523 -0.247 0.196
O -2.6448 -5.1458 1.2755 -0.108 -0.064 0.053
C -2.8001 -6.5431 1.1824 -0.072 -0.032 0.216
N -1.5451 -2.4364 -0.9702 0.737 -0.063 0.144
H -4.0759 -2.9360 1.2373 -0.118 -0.114 -0.083
H -4.2226 -2.9549 -0.5479 -0.098 -0.064 0.072
H -3.6701 -1.5008 0.2850 0.025 -0.029 0.029
H -1.6261 -2.7878 1.0670 -0.062 0.044 0.048
H -1.1135 -4.9304 -0.0596 -0.109 0.099 -0.118
H -2.7318 -4.9525 -0.7884 -0.089 0.149 0.025
H -2.9826 -6.9243 2.1857 -0.052 0.043 0.002
H -1.8931 -7.0266 0.8000 -0.051 0.036 -0.093
H -3.6595 -6.7925 0.5490 0.120 -0.083 -0.075
H -0.5600 -2.6976 -0.9616 -0.057 0.102 -0.031
H -1.8720 -2.7377 -1.8829 -0.413 -0.125 0.203
C 1.7262 0.6892 -0.3186 -0.571 -0.452 -0.329
C 0.3110 0.8512 0.1936 -0.278 -0.439 1.104
C -0.6642 1.1648 -0.9106 -0.144 -0.018 -0.704
O -0.5560 2.5369 -1.2132 -0.012 -0.071 -0.002
C -1.3707 2.9174 -2.3016 0.116 0.445 0.432
N -0.0896 -0.3351 0.9977 -0.192 0.284 -0.458
H 2.3816 0.4237 0.5069 0.264 0.354 -0.037
H 1.9999 1.5802 -0.8810 0.402 0.033 0.176
H 1.7260 -0.1597 -1.0161 0.117 0.073 0.017
H 0.2546 1.6883 0.8978 0.189 0.119 -0.161
H -1.6895 0.8696 -0.6359 -0.007 0.261 0.146
H -0.4362 0.5982 -1.8318 0.067 -0.150 0.188
H -2.4218 2.9344 -1.9859 -0.059 -0.165 -0.233
H -1.2244 2.2790 -3.1756 -0.094 -0.049 -0.012
H -1.0748 3.9346 -2.5470 -0.089 0.001 -0.159
H -0.5743 -0.9899 0.3889 0.159 -0.014 -0.121
H -0.8087 -0.0521 1.6610 0.146 -0.043 0.044
C 1.9373 2.6219 -4.1433 -0.346 0.025 0.095
C 2.5943 3.9608 -4.4218 -0.487 0.436 -0.267
C 4.0545 3.7947 -4.7825 0.190 -0.321 -0.310
O 4.7766 3.3917 -3.6380 -0.158 0.005 -0.126
C 6.0732 2.9450 -3.9395 0.492 0.380 0.054
N 1.8186 4.6358 -5.4842 -0.030 -0.276 0.392
H 1.0646 2.7961 -3.5130 -0.022 -0.241 -0.059
H 2.5982 1.9116 -3.6499 0.096 0.125 0.093
H 1.5985 2.1755 -5.0831 0.023 -0.047 0.022
H 2.4845 4.5944 -3.5380 0.321 -0.042 0.061
H 4.4913 4.7043 -5.2216 -0.077 0.099 0.202
H 4.1072 3.0261 -5.5776 0.108 0.005 0.147
H 6.6085 3.6662 -4.5762 -0.142 -0.102 -0.062
H 6.0837 1.9661 -4.4288 -0.114 -0.010 -0.029
H 6.6388 2.8943 -3.0084 -0.158 -0.162 0.026
H 1.7668 4.0491 -6.3079 0.161 0.120 -0.133
H 2.2121 5.5368 -5.7196 0.055 -0.030 -0.143
C 6.0527 -3.0147 4.3607 0.166 0.206 -0.598
C 4.5584 -2.9167 4.0830 -0.015 -0.298 0.251
C 4.2897 -3.2988 2.6308 0.132 0.094 0.326
O 2.9133 -3.1610 2.3583 0.069 0.039 0.128
C 2.5622 -3.5063 1.0441 -0.580 0.329 -0.084
N 3.8268 -3.7581 5.0604 -0.109 0.188 -0.827
H 6.6208 -2.3697 3.6787 -0.119 0.010 0.099
H 6.4096 -4.0303 4.1628 -0.051 -0.037 0.250
H 6.2974 -2.7193 5.3756 -0.088 -0.117 0.122
H 4.2189 -1.8824 4.1935 -0.001 -0.051 0.237
H 4.6033 -4.3424 2.4656 0.050 0.086 -0.126
H 4.8761 -2.6220 1.9941 -0.039 -0.178 -0.197
H 3.0935 -2.8935 0.3069 0.239 -0.221 0.011
H 1.5036 -3.2511 0.9294 0.055 -0.140 0.069
H 2.6933 -4.5780 0.8673 0.163 0.027 -0.150
H 3.9327 -4.7249 4.7476 0.113 0.040 0.247
H 2.8367 -3.5729 4.9140 0.013 0.059 0.222
C -5.7526 0.5430 -7.2318 0.059 -0.124 0.120
C -5.3212 -0.5157 -6.2045 -0.733 0.353 -0.530
C -4.4297 0.1185 -5.1730 0.266 0.951 -0.380
O -3.9546 -0.8600 -4.3025 -0.085 -0.081 0.513
C -3.3915 -0.3484 -3.1068 0.344 -0.228 -0.475
N -6.5327 -1.1358 -5.6292 0.474 -0.205 0.277
H -6.1793 0.0721 -8.1155 -0.116 -0.040 0.076
H -4.9204 1.1680 -7.5637 0.037 -0.065 0.095
H -6.5096 1.1962 -6.7908 0.006 0.012 -0.039
H -4.7646 -1.2919 -6.7330 0.022 -0.108 0.122
H -4.9884 0.9201 -4.6534 -0.126 -0.330 0.220
H -3.6213 0.6823 -5.6723 0.167 -0.362 0.071
H -2.3416 -0.0685 -3.2621 -0.093 0.112 0.001
H -3.4075 -1.1597 -2.3864 -0.116 0.141 0.219
H -3.9401 0.5279 -2.7520 -0.069 -0.079 0.137
H -6.9552 -0.4853 -4.9680 -0.041 0.132 -0.249
H -6.2322 -1.9021 -5.0284 -0.028 -0.011 -0.189
C 3.4435 1.3427 3.9556 0.221 -0.416 0.324
C 2.3001 1.9313 4.7660 -0.098 -0.023 0.217
C 1.2216 2.5192 3.8657 0.296 0.055 0.498
O 0.2375 3.1262 4.6904 0.117 -0.113 0.033
C -0.6215 3.9588 3.9611 -0.336 -0.007 0.137
N 1.7900 0.8846 5.6598 -0.105 0.059 -0.421
H 3.1146 0.4803 3.3650 -0.118 0.226 -0.189
H 4.1728 0.9305 4.6589 0.022 0.138 -0.025
H 3.9527 2.0758 3.3306 -0.125 -0.005 -0.131
H 2.7032 2.7557 5.3656 -0.100 -0.036 0.064
H 0.7616 1.7066 3.2862 0.028 0.164 -0.255
H 1.6844 3.2861 3.2298 -0.171 -0.122 -0.262
H -1.4324 4.2617 4.6261 0.049 0.001 0.003
H -1.0656 3.4218 3.1132 0.081 0.130 -0.100
H -0.1078 4.8633 3.6171 0.017 -0.066 -0.169
H 1.4952 0.1232 5.0394 0.117 -0.216 0.350
H 0.9326 1.1928 6.1100 0.125 0.229 0.036
C -0.1004 -3.0608 5.4070 -0.259 -0.339 0.156
C -0.3732 -2.1522 4.2267 0.758 -0.014 -0.576
C -1.3927 -1.1220 4.6339 -0.070 0.118 0.311
O -1.5106 -0.1287 3.6375 -0.254 -0.178 -0.139
C -2.5207 0.8087 3.9233 -0.220 0.005 -0.207
N 0.8502 -1.4465 3.8212 0.018 0.174 -0.375
H 0.3537 -2.4821 6.2122 0.023 -0.054 0.032
H 0.5516 -3.9000 5.1661 0.173 0.113 -0.176
H -1.0271 -3.5220 5.7667 0.020 0.161 0.045
H -0.7612 -2.7341 3.3750 -0.217 -0.038 0.177
H -1.0733 -0.6537 5.5777 -0.040 -0.017 -0.029
H -2.3557 -1.6243 4.8036 -0.037 0.144 -0.022
H -2.7152 1.3653 3.0044 0.116 0.111 0.090
H -2.2156 1.4938 4.7196 -0.023 -0.002 0.032
H -3.4588 0.3078 4.1940 0.073 0.016 0.116
H 0.5964 -0.8064 3.0664 0.004 -0.051 0.173
H 1.5167 -2.0542 3.3448 -0.145 -0.245 0.395
```
Positions in Å, forces in eV/Å.

Calculated values
Kohn-Sham gap = 8.7 eV
HOMO level = -8.37 eV
energy relative to the best compared isomer or geometry (same formula, charge and spin) = 0.0 kcal/mol
energy = -2175.7553 Ha

Here are the Löwdin charges for atoms 1 to 6, given in e: -0.0823 0.0048 -0.0212 -0.0403 0.0611 0.0578